64
Properties=species:S:1:pos:R:3:forces:R:3 method="wB97M-V/def2-TZVPD" spin_multiplicity=1 homo_ev=-5.40 de_lowest_kcal_mol=15.0
Pd -0.30295 0.06127 0.05377 -0.001 -0.318 0.063
Cl 5.78819 2.78204 2.70576 0.307 0.121 0.111
C 4.16084 2.31485 2.32000 -0.340 0.173 0.291
C 3.12445 2.80508 3.07812 0.470 -0.168 -0.267
C 1.82756 2.42056 2.78427 -0.684 -0.034 0.037
I 0.22602 3.10640 3.95679 0.270 0.018 -0.037
C 1.48010 1.55509 1.73983 -0.366 0.074 0.271
O 0.25377 1.21683 1.57561 0.234 0.220 0.043
C 2.57974 1.07105 0.93308 0.384 0.014 0.032
N 2.29644 0.24757 -0.09647 0.471 -0.149 -0.129
C 3.27700 -0.27248 -0.79758 -0.458 0.187 0.234
C 4.62797 -0.00063 -0.54289 0.193 0.170 0.201
C 4.94568 0.86144 0.47119 -0.062 -0.158 -0.193
C 3.91965 1.43205 1.25045 -0.160 -0.010 -0.059
H 3.31633 3.47327 3.90258 0.067 0.062 0.058
H 2.98408 -0.93957 -1.59925 0.012 -0.047 -0.102
H 5.40036 -0.46507 -1.13663 0.061 -0.042 -0.085
H 5.97097 1.10991 0.70143 0.064 -0.026 -0.043
C -4.61852 -6.11108 0.26626 0.174 0.050 -0.261
C -3.58389 -5.93735 -0.84422 -0.421 -0.522 0.226
N -3.08452 -4.58367 -0.92614 0.276 0.558 0.314
C -2.08226 -4.22976 -0.05794 -0.231 0.451 -0.625
C -1.41117 -3.05237 -0.11480 -0.188 0.043 0.264
C -0.40671 -2.78798 0.99831 0.710 1.168 0.283
O -0.11065 -3.71953 1.73264 -0.230 -0.768 0.035
O 0.04765 -1.60368 1.11555 -0.117 -0.935 0.412
C -1.68209 -2.14158 -1.18552 2.808 2.303 0.276
O -0.95235 -1.09652 -1.44150 -2.627 -2.873 -0.425
C -2.79450 -2.46746 -2.02030 -1.470 0.053 -1.465
C -3.19491 -1.59493 -3.05423 -0.080 -0.762 0.520
C -4.28212 -1.89225 -3.84541 0.344 0.792 -0.214
F -4.54499 -1.02622 -4.87669 0.059 -0.317 0.339
C -5.10602 -2.98207 -3.61095 0.084 -1.266 0.978
C -4.73354 -3.84047 -2.54147 -0.550 0.599 -1.173
C -3.55883 -3.65013 -1.82722 0.831 0.229 0.245
N -6.29444 -3.30474 -4.35407 0.599 0.215 0.214
C -6.47223 -4.69553 -4.73921 -0.010 -0.178 0.024
C -7.98993 -4.97261 -4.72034 0.451 -0.595 0.139
N -8.65658 -3.65879 -4.92039 -0.450 0.185 0.265
C -7.99381 -2.93784 -6.03423 0.344 0.357 -0.497
C -6.64058 -2.45431 -5.48231 0.015 0.366 -0.183
H -4.96144 -7.14115 0.31806 -0.018 -0.105 0.008
H -5.47458 -5.46380 0.09851 -0.153 0.103 0.038
H -4.16896 -5.84632 1.21939 -0.045 0.017 0.132
H -3.99220 -6.21540 -1.81848 0.084 -0.035 0.062
H -2.73352 -6.59587 -0.64320 -0.075 0.113 -0.145
H -1.82635 -4.94196 0.71070 0.161 -0.115 0.076
H -2.62672 -0.69908 -3.23329 0.186 0.221 0.001
H -5.39852 -4.64746 -2.27175 0.057 -0.078 -0.004
H -5.95314 -5.34500 -4.04057 -0.157 -0.057 -0.118
H -6.06037 -4.89943 -5.73805 0.020 0.075 0.064
H -8.31355 -5.38868 -3.76598 -0.060 0.146 -0.033
H -8.28363 -5.65366 -5.51968 -0.095 0.144 0.020
H -8.44061 -3.10252 -4.07626 -0.272 -0.215 -0.113
H -9.66748 -3.75035 -5.04630 0.198 0.029 0.074
H -8.60240 -2.09747 -6.36509 -0.065 -0.110 0.096
H -7.87712 -3.63265 -6.86745 -0.102 0.004 0.122
H -6.72181 -1.42509 -5.13347 -0.046 -0.095 -0.088
H -5.88885 -2.47571 -6.28336 -0.155 -0.022 0.077
C 0.09937 1.74413 -2.12107 0.051 -0.052 0.123
O -0.71997 1.58660 -1.02109 -0.563 0.765 -0.015
H -0.32011 2.53942 -2.75599 0.110 -0.044 -0.069
H 0.15568 0.81488 -2.71163 0.159 0.066 -0.244
H 1.12550 2.03049 -1.83611 0.001 0.002 -0.180

10
Properties=species:S:1:pos:R:3:forces:R:3 method="wB97M-V/def2-TZVPD" spin_multiplicity=1 homo_ev=-8.75 smiles=O[C@]1(CS)OS1 de_lowest_kcal_mol=55.2
O -1.62123 0.15723 0.47206 -2.224 -1.491 1.486
C -0.26784 0.04668 0.54625 -0.910 0.217 2.737
C 0.27315 0.56336 -0.74878 0.941 -1.933 -1.627
S 1.89321 -0.24471 -1.12863 -0.540 0.126 0.049
O 0.22812 -1.00555 1.32284 -0.485 -0.401 -1.844
S 0.48586 0.41366 2.21584 0.134 0.947 -0.317
H -2.18776 -0.33151 1.20825 2.399 1.435 -1.930
H 0.34821 1.64429 -0.82250 -0.213 -0.138 0.130
H -0.32354 0.08856 -1.59721 0.149 1.349 1.330
H 1.17183 -1.33200 -1.46812 0.749 -0.112 -0.014

65
Properties=species:S:1:pos:R:3:forces:R:3 method="wB97M-V/def2-TZVPD" spin_multiplicity=1 homo_ev=-2.75 charge=-1
C 0.93498 -1.65303 3.16522 0.188 0.017 -0.355
S -0.11956 -0.57873 4.10385 0.322 0.943 0.213
F 0.21687 1.00930 3.44208 0.118 -1.611 0.253
P -2.08884 -0.94776 3.25611 -2.656 -0.253 -0.278
O -2.60609 -2.22294 3.77797 0.842 -0.268 0.261
H 1.00265 -2.55928 3.78115 0.024 0.197 -0.029
H 0.50607 -1.86107 2.18193 0.096 0.092 0.034
H 1.91487 -1.17255 3.07156 -0.131 -0.146 0.082
H -1.87977 -0.93395 1.87613 0.503 0.119 -0.049
H -2.88038 0.17430 3.63781 0.061 0.207 0.464
N 3.01898 4.19957 3.64390 0.158 0.194 -0.079
C 1.86501 3.50982 3.88025 -0.246 -0.005 0.261
C 0.92668 4.40356 4.33677 0.439 -0.447 0.523
C 1.55839 5.69454 4.36537 0.062 -0.006 0.116
C 2.85154 5.51979 3.91407 0.153 -0.221 0.027
H 3.87614 3.78358 3.31350 -0.093 0.048 -0.087
H 1.80172 2.43941 3.74581 0.027 0.251 -0.077
H -0.07382 4.13991 4.64716 -0.018 0.036 -0.032
H 1.14404 6.62953 4.71132 0.025 -0.041 0.167
H 3.65781 6.22405 3.79261 -0.047 0.000 -0.012
C -0.51689 -0.82444 -0.60420 0.544 0.263 -0.920
O -0.31621 -1.08375 0.58585 -0.276 -0.228 0.242
N -0.68927 -1.70327 -1.59155 -0.053 0.375 1.029
C -0.76795 -1.24045 -2.97334 -0.028 -0.553 -0.115
C -0.71339 -3.13468 -1.28060 -0.102 0.006 -0.135
H -0.46520 0.21223 -0.97023 -0.126 0.069 0.147
H -1.67920 -1.58878 -3.45146 0.110 -0.097 -0.143
H 0.06453 -1.69177 -3.52502 -0.569 -0.232 -0.644
H -0.73724 -0.15489 -3.04550 -0.004 0.044 0.140
H -1.56127 -3.34806 -0.62954 -0.013 -0.015 0.025
H 0.20317 -3.41754 -0.76224 0.004 0.006 -0.018
H -0.78466 -3.70729 -2.20443 0.034 0.089 -0.037
C 0.33564 -5.29123 -3.89452 -0.636 1.007 -0.020
O 1.15693 -6.19916 -3.86942 0.959 -0.869 0.011
O -0.99764 -5.69333 -3.67402 -0.095 0.118 0.282
O 0.46003 -4.06223 -4.06125 0.150 0.103 0.358
H -0.90481 -6.64849 -3.59477 -0.218 -0.104 -0.159
O 1.93382 -0.39463 -3.08126 0.935 -0.071 0.089
H 2.32645 -0.82711 -3.87636 -0.602 0.106 -0.254
H 2.53332 -0.30943 -2.29005 -0.201 0.608 0.104
H 1.09499 -0.84775 -2.83935 -0.164 -0.030 -0.421
O -1.87750 -7.94115 -5.23891 -0.038 -0.194 -0.045
H -1.55614 -8.83589 -5.38446 0.014 -0.002 0.003
H -2.81911 -8.03149 -5.06583 -0.005 0.034 0.008
N 2.28307 2.10459 -1.38910 -0.243 -0.263 0.423
O 2.50155 0.96247 -0.85929 0.050 -0.447 -0.274
O 3.20315 2.70566 -1.92675 0.175 0.226 -0.172
O 1.13509 2.57686 -1.31479 -0.003 0.151 0.110
O 0.06064 5.78107 2.19098 -0.627 0.279 -1.437
H 0.24065 5.05967 1.54703 -0.088 0.179 -0.022
H 0.80180 5.76820 2.90433 0.315 -0.061 0.560
H -0.79785 5.58228 2.61976 0.161 -0.092 -0.117
C -2.14362 3.32738 2.05731 0.008 0.053 0.179
O -1.89862 2.58523 3.22536 -0.165 0.021 -0.033
H -2.96401 4.01721 2.26038 0.062 0.023 -0.019
H -1.22056 3.87099 1.82630 -0.178 0.085 -0.486
H -2.40390 2.73558 1.17697 0.031 -0.097 0.089
H -1.16282 1.99063 3.03856 -0.131 0.042 0.089
C 0.27756 -1.89314 -6.52804 0.059 -0.480 -0.058
O 0.34902 -0.74673 -5.79000 0.469 0.228 0.678
H -0.53135 -1.91871 -7.28839 -0.159 0.268 -0.081
H 1.19745 -2.14952 -7.10279 0.135 0.202 -0.050
H 0.11376 -2.80110 -5.92506 -0.064 -0.032 0.102
O -4.57322 0.41059 4.97970 0.566 -0.458 -0.714
H -3.81750 0.99732 4.97542 0.176 0.632 0.299

15
Properties=species:S:1:pos:R:3:forces:R:3 method="wB97M-V/def2-TZVPD" spin_multiplicity=1 homo_ev=-2.29 de_lowest_kcal_mol=16.1 charge=-1
C -2.46889 0.89804 0.71750 0.106 0.228 0.313
S -2.52206 0.82361 -1.09801 0.096 -0.169 -0.086
H -1.45860 1.05082 1.09765 0.239 0.024 -0.051
H -3.04815 1.74124 1.09480 -0.191 0.074 0.036
H -2.82524 0.00273 1.23213 -0.175 -0.147 -0.175
C 1.84445 0.46498 -0.08040 0.405 0.904 0.432
C 1.44536 -0.92416 -0.51351 -0.106 0.348 -0.864
N 0.10817 -1.25106 -0.06654 0.433 0.041 0.493
H 1.61350 0.67982 0.96400 -0.288 -0.250 0.073
H 2.91873 0.64842 -0.15035 0.162 -0.224 -0.274
H 1.37021 1.25272 -0.67418 -0.202 -0.251 0.024
H 1.55090 -0.92832 -1.61607 -0.078 -0.127 0.032
H 2.16980 -1.65661 -0.17316 0.057 -0.239 0.409
H -0.58447 -0.59183 -0.44412 -0.125 -0.376 -0.155
H -0.11372 -2.21040 -0.28974 -0.331 0.165 -0.208

134
Properties=species:S:1:pos:R:3:forces:R:3 method="wB97M-V/def2-TZVPD" spin_multiplicity=1 homo_ev=-10.09 charge=+1
C 0.93790 -1.10152 1.52889 -0.663 0.190 -0.020
C -0.52983 -0.39443 1.76899 0.731 -1.001 -0.486
C -0.90441 0.56967 0.53070 0.089 -0.416 0.277
C -2.30295 1.40690 0.75390 1.180 0.236 0.192
C -2.49411 1.89842 2.28613 0.473 0.670 1.090
C -1.34566 2.72409 2.98259 -3.983 -1.040 2.151
C 0.03189 3.18938 2.30187 0.000 0.264 0.301
C -0.23563 4.15981 1.01032 -4.258 3.937 1.455
O -1.11453 5.08948 1.12305 4.660 -5.032 -0.614
Br 0.73925 3.99123 -0.70779 -0.572 -0.186 1.619
C -1.71063 3.08830 4.50316 -0.829 -1.992 -4.371
N -3.00357 2.63709 4.96667 3.101 0.985 -1.446
N -3.25948 2.99215 6.32294 -0.901 5.585 -0.180
C -3.39935 4.33985 6.31018 -0.143 3.915 0.840
O -3.48041 5.59318 6.37923 0.585 -9.267 -0.377
N -4.00113 1.96856 4.38872 1.693 -0.724 -3.410
C -3.82638 1.53569 3.03932 2.094 1.246 1.090
C -5.06443 0.71929 2.34979 0.288 0.602 0.611
C -5.63248 1.60394 1.11946 0.222 1.112 0.697
C -4.69589 -0.81445 1.98656 -1.244 -0.775 0.483
C -5.57018 -1.28003 0.69260 0.519 -0.575 -0.030
H 0.82563 -2.25795 1.58978 0.384 2.139 0.006
H 1.30781 -0.82673 0.46672 -0.369 -0.479 1.852
H 1.66152 -0.71195 2.35118 -1.059 -0.869 -1.653
H -0.44888 0.13663 2.78899 -0.556 -0.743 -1.660
H -1.29142 -1.27628 1.82157 1.125 1.849 0.170
H -1.04781 -0.11372 -0.40499 0.204 1.338 1.635
H -0.01073 1.27195 0.28004 -1.648 -1.158 0.477
H -2.20693 2.35362 0.07892 -0.536 -1.577 1.202
H -3.14224 0.72200 0.37724 1.088 1.381 0.920
H 0.72019 2.31148 2.02639 -1.282 1.230 0.440
H 0.59230 3.83389 3.09797 -0.969 -1.012 -1.585
H -0.97688 3.67992 5.18550 -1.814 -1.309 -1.091
H -5.91587 0.67115 3.14625 1.748 0.310 -1.278
H -5.40246 2.72032 1.36938 -0.510 -1.849 -0.514
H -6.77757 1.51583 1.10284 1.858 0.001 -0.274
H -5.14592 1.38851 0.10331 -0.956 0.162 1.623
H -3.56925 -1.02938 1.88511 -1.792 0.499 -0.083
H -5.06642 -1.46661 2.87895 0.844 1.203 -1.459
H -5.02375 -0.89254 -0.24639 -1.252 -0.570 1.292
H -6.67595 -0.92446 0.74323 2.115 -0.378 -0.102
H -5.63052 -2.44171 0.59472 0.348 2.113 0.344
C 4.73106 -0.65639 -6.89392 0.002 -0.101 0.172
O 4.70857 -0.40376 -5.50238 0.002 0.341 -0.026
C 5.95856 0.07117 -5.00996 -0.484 -0.184 0.222
C 5.75330 0.95792 -3.78717 0.175 0.166 -0.197
O 5.30216 2.27885 -4.10847 -0.309 -0.281 0.012
C 3.95191 2.39132 -4.56468 0.164 0.228 0.228
C 2.91751 2.16523 -3.46490 0.024 -0.471 -0.467
O 2.77022 0.77268 -3.19651 0.116 0.080 0.450
C 2.37291 0.51773 -1.86309 0.151 -0.091 -0.506
H 5.42958 -1.46685 -7.12410 0.034 0.046 -0.188
H 3.72800 -0.95147 -7.20550 0.065 -0.024 0.136
H 5.00775 0.24912 -7.44394 0.106 -0.046 -0.081
H 6.48906 0.63831 -5.78388 -0.008 0.012 0.049
H 6.55627 -0.80430 -4.73226 0.243 0.089 0.035
H 6.72446 1.09616 -3.30289 -0.023 0.083 -0.139
H 5.09957 0.49223 -3.04713 -0.091 -0.135 -0.218
H 3.77512 1.75203 -5.43065 -0.133 -0.182 0.189
H 3.84962 3.42452 -4.91139 0.067 -0.031 0.133
H 1.94140 2.53929 -3.79645 -0.005 0.241 -0.016
H 3.22242 2.70702 -2.56274 0.084 -0.001 0.030
H 3.09817 0.93985 -1.15923 -0.072 0.096 0.126
H 2.34682 -0.56414 -1.71689 -0.024 0.076 -0.128
H 1.37651 0.92902 -1.67449 -0.071 0.059 0.160
C 11.30334 -4.25176 -10.09909 -0.118 -0.165 0.149
O 10.24947 -4.72776 -9.28602 -0.158 0.240 -0.154
C 9.80851 -3.76159 -8.33628 -0.100 -0.557 -0.091
C 8.33832 -3.97516 -7.99406 -0.027 0.258 -0.123
O 7.44122 -3.49276 -9.00066 0.212 -0.269 0.013
C 7.39221 -4.24727 -10.21521 -0.327 0.027 0.100
C 6.70276 -5.60074 -10.06323 0.659 -0.063 -0.112
O 7.57940 -6.54131 -9.44813 -0.235 0.097 0.313
C 6.88136 -7.53544 -8.72026 0.293 0.140 -0.172
H 12.19348 -4.05291 -9.49403 0.082 0.117 -0.094
H 11.53927 -5.01869 -10.83821 -0.052 -0.018 0.143
H 10.99803 -3.34510 -10.63194 0.102 0.093 0.027
H 9.94612 -2.74571 -8.72535 -0.040 -0.013 0.012
H 10.41733 -3.88667 -7.43369 -0.041 0.206 0.147
H 8.11020 -3.38651 -7.10030 0.028 0.093 -0.115
H 8.12134 -5.01577 -7.74541 0.224 -0.043 -0.166
H 8.38380 -4.34044 -10.66003 0.002 -0.250 0.117
H 6.79429 -3.64391 -10.90558 -0.045 -0.015 0.150
H 6.44403 -5.99366 -11.05330 -0.194 0.150 -0.071
H 5.78703 -5.47791 -9.47512 0.000 0.033 0.028
H 6.25489 -7.07650 -7.94831 -0.139 -0.050 -0.022
H 7.61608 -8.17452 -8.22664 -0.009 0.076 -0.145
H 6.27065 -8.14488 -9.39226 -0.136 -0.065 0.086
C -2.48414 -5.31327 7.43089 0.200 -0.101 -0.080
O -1.41018 -5.19262 6.51917 -0.116 0.363 -0.075
C -1.84735 -5.00221 5.17692 0.521 -0.143 0.277
C -0.81437 -4.21192 4.38185 -0.212 0.080 -0.033
O -0.83335 -2.80605 4.65826 0.088 -0.124 0.160
C -0.32997 -2.40892 5.93725 0.184 0.126 -0.224
C 1.18502 -2.54743 6.06440 -0.293 -0.529 0.423
O 1.54458 -3.90815 6.28222 -0.003 0.145 -0.408
C 2.83765 -4.21191 5.78930 -0.224 -0.083 0.193
H -3.06967 -6.21237 7.21539 -0.145 0.050 0.068
H -2.07186 -5.38981 8.43794 0.059 -0.051 -0.139
H -3.12468 -4.42590 7.38961 -0.134 -0.042 -0.020
H -2.80651 -4.47102 5.15395 0.019 0.017 -0.020
H -1.97471 -5.99405 4.72901 -0.129 0.051 -0.224
H -1.06544 -4.29929 3.32035 -0.102 0.080 0.067
H 0.19218 -4.61797 4.49825 -0.113 -0.071 0.246
H -0.85716 -2.92115 6.74318 0.217 -0.169 0.000
H -0.57669 -1.34578 6.02706 0.045 -0.019 -0.122
H 1.53430 -1.97389 6.93094 -0.021 0.253 -0.072
H 1.66290 -2.15722 5.15914 -0.011 0.003 -0.058
H 2.90008 -3.99547 4.71771 0.109 0.087 -0.020
H 3.01364 -5.27977 5.93144 -0.080 0.132 0.084
H 3.59854 -3.64778 6.33568 0.128 0.018 -0.099
C -10.72360 5.87478 2.61142 0.181 0.122 -0.032
O -9.46196 6.35949 3.02700 0.002 -0.261 0.233
C -9.53044 7.09722 4.24474 0.385 -0.056 -0.367
C -8.21472 6.99895 5.00798 -0.228 -0.015 0.170
O -8.04388 5.75293 5.69438 0.139 -0.109 -0.409
C -7.79106 4.61038 4.87411 0.148 0.091 0.399
C -6.39802 4.60665 4.24953 -0.602 0.149 -0.601
O -6.35334 5.48984 3.13277 0.331 0.120 0.291
C -5.05878 6.02168 2.91564 -0.447 -0.012 -0.057
H -11.39477 6.70677 2.37719 -0.145 -0.085 0.025
H -10.58012 5.26984 1.71488 0.076 0.126 0.038
H -11.16524 5.23932 3.38620 -0.132 0.059 0.019
H -10.34498 6.72510 4.87727 0.049 0.009 0.012
H -9.72635 8.14330 3.98451 -0.058 0.100 0.227
H -8.22158 7.76058 5.79309 -0.093 -0.139 0.021
H -7.35393 7.21464 4.37221 -0.177 -0.076 -0.187
H -8.57515 4.48177 4.12663 0.201 0.115 -0.208
H -7.85659 3.75056 5.54867 0.070 0.111 0.051
H -6.16226 3.60102 3.88038 0.032 -0.186 0.196
H -5.65954 4.89370 5.00595 -0.049 0.097 0.055
H -4.70967 6.55615 3.80523 0.127 -0.042 0.032
H -5.11767 6.73507 2.09161 -0.031 -0.163 0.040
H -4.35603 5.22512 2.65037 0.229 -0.028 -0.001

no.,gap between HOMO and LUMO (eV),E_tot (eV)
1,3.3416,-70382.3698
2,9.0206,-27901.9405
3,1.4364,-67920.5766
4,6.2344,-15599.1051
5,5.2749,-144846.8156